A molecular structure, C47H46F6NbO4 in a non-equilibrium geometry. Source: OMol25; level of theory: ωB97M-V/def2-TZVPD.

Geometry as XYZ:
```
104
C47H46F6NbO4 | OMol25 | ωB97M-V/def2-TZVPD
H 6.249 3.153 3.247
H 4.058 4.419 1.678
H -1.935 6.615 0.636
H 6.333 -1.469 4.230
C -1.557 3.149 2.882
C -1.841 -5.221 -2.014
H 5.463 5.817 3.951
H 5.057 6.726 2.411
C -1.548 6.724 -0.369
C 4.581 2.085 2.535
C -3.821 -0.480 -2.258
C -2.314 -6.368 -2.620
C 2.106 -0.710 1.521
C -0.274 6.275 -0.662
C -0.510 6.963 -2.937
C 4.796 5.903 3.085
H 3.317 2.023 1.095
C -4.918 -0.227 -3.071
H 2.601 -4.341 5.737
H 0.432 -2.558 -0.782
H -0.810 -7.674 -5.193
F -1.686 -1.995 0.602
C -3.664 -6.583 -2.811
C -4.567 -5.622 -2.378
C -1.789 7.424 -2.658
O 0.551 5.606 4.098
H -0.776 -5.088 -1.875
C 1.897 -1.496 0.396
C 0.617 -1.938 0.086
C -4.109 -4.460 -1.772
H -2.634 -7.835 -9.784
C -6.068 0.335 -2.532
H 1.202 0.252 3.214
C 0.480 3.353 1.706
O 4.279 2.072 1.182
C 4.194 -1.654 4.421
H -4.814 -3.709 -1.439
C -0.382 -7.415 -7.279
H -0.250 -7.228 -9.413
H 2.424 7.735 3.363
C -3.869 -0.167 -0.907
F -4.318 -8.388 -7.902
C -2.220 -7.790 -8.784
C 3.149 -2.466 4.849
C 5.751 -3.333 5.097
C -3.025 -8.068 -7.697
C 0.257 6.389 -1.933
C 0.314 4.253 4.095
H 3.991 -0.681 3.985
C -0.063 2.757 0.591
H -3.129 2.175 1.829
H -1.092 -0.520 2.642
H 5.808 4.639 1.549
H 4.734 3.427 4.147
H 1.522 3.656 1.658
H -7.014 1.072 -0.739
C 5.168 3.339 3.152
H -5.629 -5.780 -2.515
C -1.205 -7.702 -6.198
H 0.544 2.633 -0.301
H -2.384 7.875 -3.443
C 5.505 -2.089 4.550
O 0.506 3.608 5.104
F 0.458 5.719 0.306
Nb 2.595 5.936 3.669
H -0.108 7.051 -3.939
H 3.101 -0.364 1.766
H 0.656 -7.158 -7.116
C -2.306 7.306 -1.374
H 3.009 6.354 5.418
H -6.922 0.536 -3.166
C -0.890 -7.456 -8.571
H -2.391 -3.352 -1.123
C -0.245 -0.791 2.025
H 4.953 -5.125 5.942
C 4.971 4.582 2.260
H -3.196 -8.245 -5.577
O 4.376 1.076 3.175
H 2.269 5.671 1.885
F 7.027 -3.760 5.219
H 2.823 4.144 3.990
H 1.260 6.030 -2.128
C -2.537 -8.026 -6.406
H -4.878 -0.468 -4.125
F -5.075 0.685 0.925
C -6.125 0.640 -1.179
H -3.302 7.669 -1.155
H 2.729 -1.764 -0.242
F -1.433 -7.304 -3.037
H -2.159 3.290 3.774
H -1.772 1.857 -0.260
C 4.725 -4.154 5.522
C -2.747 -4.259 -1.592
H -2.926 -0.921 -2.676
C -2.100 2.524 1.787
H -4.001 -7.492 -3.292
H 2.127 -2.124 4.751
C -0.433 -1.574 0.906
C 3.415 -3.712 5.400
C -1.373 2.330 0.634
C 1.036 -0.360 2.336
C -0.239 3.574 2.854
H -3.022 -0.349 -0.261
C -5.023 0.386 -0.386
```

## Properties
* LUMO: 1.883 eV
* multiplicity: 1
* net charge: -1
* frontier orbital gap: 0.268 Eh

***

A molecular structure, C47H46FN5O8SnTe in a non-equilibrium geometry. Source: OMol25; level of theory: ωB97M-V/def2-TZVPD.

Geometry as XYZ:
```
109
C47H46FN5O8SnTe | OMol25 | ωB97M-V/def2-TZVPD
C 5.622 2.293 -0.238
O -2.179 4.900 -2.181
H -5.373 -1.796 3.588
O -0.258 -1.936 0.496
O -4.111 -0.855 -0.387
C 5.607 -2.042 -1.092
H 8.799 1.939 -2.003
C -4.094 0.972 -1.892
H -4.918 -3.316 -0.550
C -2.706 -3.374 1.941
C -3.733 -3.122 2.861
H -5.210 -4.830 -1.374
H -5.972 0.284 -1.135
H -5.885 6.752 1.762
C -4.481 -4.273 -0.767
O 0.639 1.488 0.370
C -4.849 4.862 2.021
H -4.023 -0.920 2.860
H -4.338 -4.803 0.165
C 1.589 -0.545 0.865
C -3.311 -5.329 3.771
H 9.031 4.317 -2.515
H 3.892 -3.427 -0.684
H 2.655 -2.394 0.960
H 0.183 -4.031 1.535
C 4.547 3.156 -0.023
C -3.389 1.787 -2.754
H -3.198 -7.412 4.251
C 5.030 -1.775 0.275
C -4.031 -4.132 3.762
C 3.282 2.714 0.144
H 6.707 -2.077 -1.126
H 9.122 0.908 -0.162
C -2.242 -5.448 2.900
C -5.467 0.970 -1.806
H -4.911 -3.978 4.389
H 6.681 3.760 -2.310
H -3.426 -6.342 5.670
Sn -1.350 2.406 -0.407
C -6.165 1.813 -2.650
N 9.320 2.579 -1.423
H 10.083 2.129 0.543
O -3.011 6.982 -1.967
C -0.985 -3.645 -3.306
C -3.331 2.785 2.117
H 7.514 1.899 1.375
C -2.844 -5.000 -2.561
C 0.272 -1.053 1.337
H -5.320 4.667 2.971
H 8.147 3.514 1.063
H -5.164 -1.890 1.880
N -3.331 4.284 0.270
H -4.755 -6.657 4.504
H -4.706 7.183 -0.408
H -6.062 3.281 -4.192
C -1.832 -4.501 1.983
C 4.886 -3.133 -0.336
C -2.870 5.684 -1.612
F 4.754 4.454 -0.025
C -2.203 -3.096 -1.335
O -3.896 2.231 3.169
C -0.571 -4.727 1.181
H -0.168 -3.453 -4.007
H -0.250 -5.736 1.376
H -3.541 3.307 -4.230
C -3.155 -4.097 -1.532
C -5.491 2.650 -3.524
C -1.777 -4.783 -3.430
H 6.903 4.774 -0.876
Te -2.312 -1.875 0.428
N -2.139 0.295 -0.618
H -0.405 -2.059 -2.005
H -7.259 1.854 -2.606
H -2.510 7.053 -2.792
C -1.122 -2.857 -2.197
C 7.225 3.848 -1.362
C 9.157 1.984 -0.019
O -0.248 -0.705 2.356
C -3.397 0.128 -0.902
H 2.486 3.460 0.281
H 10.298 2.518 -1.774
H -2.302 1.746 -2.822
H 6.215 0.290 -0.171
H 9.255 4.542 -0.744
H -4.667 2.708 3.500
C 4.089 0.469 0.179
H -3.475 -5.853 -2.772
C 8.746 3.929 -1.530
H 5.732 -1.611 1.077
C 1.666 0.790 0.446
C 7.931 2.545 0.611
C 2.711 -1.324 0.781
H -1.599 -5.450 -4.275
C -4.542 6.293 0.166
H 5.134 -1.642 -2.008
C 3.006 1.359 0.272
C -3.884 4.021 1.468
N 3.919 -0.885 0.390
C -4.601 -1.846 2.788
N 6.947 2.716 -0.489
H -1.666 -6.368 2.994
C -4.083 2.682 -3.545
C -5.184 6.024 1.349
C -3.689 -6.515 4.618
H -0.696 -4.674 0.121
C 5.374 0.935 -0.098
C -3.622 5.405 -0.340
H 5.444 -3.956 0.044
O -2.322 2.229 1.667
```

## Properties
* LUMO (spin up / spin down): -6.959 / -7.732 eV
* energy above the lowest of the compared OMol25 structures with the same formula, charge and spin: 3.6 kcal per mole
* multiplicity: 2
* net charge: +3
* frontier orbital gap (spin up / spin down): 0.248 / 0.247 Eh

***

6 unconnected molecules or ions with the total composition C47H48BClF2N2O28P in a non-equilibrium geometry. Source: OMol25; level of theory: ωB97M-V/def2-TZVPD.

Geometry as XYZ:
```
130
C47H48BClF2N2O28P | OMol25 | ωB97M-V/def2-TZVPD
N 2.352 -1.762 -0.439
C -5.882 2.878 5.225
O -6.431 2.419 9.228
H -2.135 -3.229 2.591
Cl -2.435 -0.941 -5.315
H 4.570 -4.629 -2.841
O -7.288 -0.644 3.191
C 1.065 0.253 -0.243
C -6.134 -1.299 3.143
H 2.669 -0.763 -5.195
O -2.201 -6.402 -6.263
H 4.377 1.158 2.397
C 3.170 -3.664 -4.193
H 6.262 3.807 3.941
O 1.734 1.223 2.605
O -1.323 -3.017 -7.107
H -0.514 -1.001 -1.864
C 1.304 0.752 -5.798
O -7.034 -2.648 4.813
H 2.641 -4.621 -4.177
H 0.016 8.722 -5.601
C -6.337 2.505 8.016
O -1.070 0.932 3.911
C 1.870 3.230 3.769
O 5.163 7.604 -3.282
H 2.815 1.453 -3.400
C 0.515 -4.286 -1.819
C 4.569 -3.838 -3.597
O -1.035 -3.079 -3.044
H 1.237 0.241 0.833
C -6.057 -2.459 4.106
N -0.646 -4.984 -1.220
O -2.913 -1.541 1.709
P -2.176 -2.992 -5.684
O 1.571 -4.846 -1.828
H 1.647 -2.087 7.454
H -5.160 -0.141 1.644
C -5.095 3.644 6.170
H 7.178 -2.467 -4.408
H 1.356 0.759 -6.891
H 1.370 -0.440 -3.210
C 5.688 -4.041 -4.632
C -4.860 -3.263 4.130
H -2.770 -0.074 3.617
H 1.766 0.927 -0.737
C -7.137 1.756 7.074
C 2.894 6.922 -3.037
O -2.711 -3.638 3.269
C 7.034 -3.507 -4.110
C -6.930 1.926 5.758
C 0.908 -1.036 -4.009
H 7.056 -3.527 -3.015
C 2.228 8.714 -5.154
C 1.509 7.044 -3.444
H -0.639 -2.143 -0.553
C -1.572 -2.126 5.636
H 0.267 2.394 3.300
H -4.359 4.333 5.781
C -0.841 -5.321 -4.584
O 4.822 4.930 4.733
C -5.119 -0.973 2.333
H 5.809 -5.104 -4.864
H 5.101 6.936 -2.570
O -5.765 2.946 4.016
C -2.044 -5.936 -5.174
H 3.246 -3.356 -5.244
C -3.901 -1.763 2.377
H -1.432 -4.952 -1.866
H -1.791 -3.635 -7.685
C -0.334 -2.208 6.382
H -0.157 -0.792 -4.016
C 2.156 2.081 -4.014
O 1.759 -1.238 6.980
H -0.636 -5.862 -3.653
H 2.362 -2.724 -0.775
H 1.294 -1.370 -6.121
H 0.282 1.059 -5.531
C 0.023 -1.804 -1.354
C 2.502 2.058 3.042
H -7.819 -1.096 3.879
C 1.115 -2.514 -3.636
O 1.836 9.436 -6.054
C 1.245 -1.184 -0.696
O 2.499 -2.690 -3.410
H 4.780 -2.902 -3.065
C -1.076 -4.461 -0.007
H -2.290 -2.926 5.748
H 2.182 5.031 4.865
O -4.640 4.124 8.427
C -0.772 0.037 4.681
O -7.602 1.288 4.815
H -7.237 1.590 3.958
F -3.090 -5.977 -4.289
O 0.615 -3.294 -4.672
C 4.055 4.117 4.245
C 3.609 8.608 -4.734
H 1.169 0.771 5.339
H 1.136 1.895 -3.651
C 0.237 -2.888 -2.408
C 0.668 -1.085 6.244
C 1.584 -0.679 -5.326
O -0.036 -3.123 7.128
H 5.391 -3.503 -5.537
O 2.262 1.711 -5.377
O 3.278 6.176 -2.155
H 2.388 3.141 -3.893
C 2.616 4.192 4.339
H 0.027 0.563 -0.386
C -5.305 3.473 7.483
H -7.881 1.076 7.464
C 3.943 1.993 2.931
H 4.344 9.216 -5.243
O -0.048 8.067 -4.879
O -0.578 -4.594 1.067
H -0.022 -5.545 -5.271
H 0.773 6.444 -2.928
H -4.825 -4.104 4.809
B -0.800 -3.638 -4.386
O 0.548 3.201 3.791
H 7.874 -4.117 -4.451
C 0.456 -0.033 5.440
O -2.884 -0.911 4.108
C -1.784 -1.073 4.835
C 3.929 7.769 -3.739
C 1.189 7.885 -4.437
H -4.996 3.799 9.278
C 4.677 2.962 3.493
C -3.837 -2.950 3.316
O 6.003 3.001 3.451
F -2.201 -3.715 -0.111
```

## Properties
* LUMO: -0.439 eV
* multiplicity: 1
* net charge: -1
* frontier orbital gap: 0.167 Eh

***

9 unconnected molecules or ions with the total composition C47H48F8O30S in a non-equilibrium geometry. Source: OMol25; level of theory: ωB97M-V/def2-TZVPD.

Geometry as XYZ:
```
134
C47H48F8O30S | OMol25 | ωB97M-V/def2-TZVPD
C -4.559 7.299 1.876
H 0.044 3.242 7.604
C -2.789 2.044 -3.407
H 5.406 -5.481 3.766
O 2.138 -1.876 5.511
H 2.497 1.700 -2.364
C -1.713 0.213 -1.176
H 4.892 3.749 -8.056
O -3.148 -7.989 0.885
C 1.046 0.161 -0.689
O -5.740 6.951 1.292
C -3.447 3.742 -1.583
H 3.262 1.330 -4.510
C 3.298 -6.016 3.561
H 1.169 5.468 -1.497
C -0.156 3.317 6.535
H 0.236 -1.520 6.197
F 0.108 0.950 6.590
C -0.508 1.974 5.941
O -1.576 -6.618 0.023
H -2.042 2.724 -0.360
H -0.776 3.150 -4.703
H -2.927 -2.140 -0.532
C -0.399 2.542 -3.892
H -4.847 -7.305 1.817
O 5.136 -0.026 -8.902
C -6.176 7.821 3.356
H 1.298 -4.407 6.242
C -4.562 -7.891 0.942
H 0.644 -4.262 0.552
C 4.471 -5.078 3.386
O 3.873 1.659 4.373
C 0.156 -3.355 0.236
C -1.096 -1.040 -0.657
C -2.151 3.725 -0.768
O -1.839 -10.782 -2.343
O -1.903 1.893 6.173
C 4.438 3.302 -8.941
C 0.918 -2.220 0.012
F 1.408 -2.310 7.607
O 0.108 5.537 1.097
H 3.568 3.885 -9.230
C 5.443 3.129 -10.056
C 0.547 0.994 -1.828
H 3.591 0.423 1.418
H -4.090 3.712 -3.656
H 3.673 -0.637 2.854
O -3.498 7.212 1.353
H -3.403 1.331 -2.876
O 2.618 -2.208 3.336
H 3.553 -7.076 3.511
C -2.062 4.706 0.414
O 6.115 1.920 4.471
H -0.349 -3.886 5.830
O 2.477 -5.681 2.457
O 1.442 3.906 -5.806
C 1.157 4.851 0.582
F -5.090 -9.132 1.054
O 2.739 4.352 -3.776
O -2.856 0.494 -0.893
C -2.706 -6.978 0.085
H -1.788 -4.208 0.256
H -6.427 7.544 4.376
O 5.159 0.834 2.745
O 1.990 0.510 -0.020
H 0.687 3.796 6.043
H -6.516 8.838 3.161
C 2.015 -2.506 4.318
C 3.319 2.199 -5.156
H -3.893 4.735 -1.490
C 5.082 1.142 -9.083
H 1.987 -2.194 0.152
O 1.108 -3.502 4.390
H 5.009 3.092 -11.056
C 3.295 -5.219 1.468
C -6.707 6.852 2.324
C 1.440 1.714 -2.583
C 5.152 1.508 3.914
F 6.404 4.081 -10.027
H -3.012 5.134 0.693
O -1.365 4.055 6.323
O 4.521 -4.934 1.963
H -5.784 -6.627 -0.354
H -1.708 4.133 1.271
H 4.287 2.669 -5.013
O 6.020 1.872 -9.751
C -0.980 5.772 0.193
C -1.219 -3.315 0.051
H -0.679 5.785 -0.849
H 4.281 -4.107 3.845
H -2.413 4.182 -3.385
S 2.095 3.390 -4.633
O -3.596 -9.390 -2.621
O -3.528 3.463 6.118
C -3.199 3.498 -3.067
O -1.506 -8.579 -2.437
H -0.311 1.887 4.871
C 0.704 -3.631 5.759
C -0.245 -9.168 -2.100
C 3.004 1.362 3.294
H -4.174 3.038 -1.186
F 0.232 -11.475 -1.760
H -0.085 -9.092 -1.024
F 2.622 -5.783 4.712
H -0.202 -10.794 -3.585
H -4.989 -7.989 -1.179
H -6.767 5.816 2.662
C 3.814 0.384 2.482
C -1.318 1.848 -3.105
C -2.429 -9.564 -2.481
O -4.764 7.737 3.138
F -7.915 7.230 1.842
H -1.288 3.860 -1.420
C -4.892 -7.246 -0.386
C -1.858 -2.168 -0.390
O 1.543 3.868 1.154
C -0.838 1.041 -2.066
H -1.393 6.745 0.430
C -0.447 -10.600 -2.539
C -2.383 3.172 6.199
H 2.579 4.604 -0.943
F 1.862 0.793 3.778
O -3.725 -6.447 -0.622
H 0.566 -8.666 -2.619
O 4.071 1.945 -8.660
C 0.951 2.477 -3.636
C 1.030 -2.260 6.309
H 2.358 6.285 -0.455
H -2.918 1.891 -4.479
H 2.741 2.285 2.773
H 3.140 1.956 -6.197
C 0.277 -1.075 -0.436
O 2.976 -5.092 0.333
C 1.847 5.347 -0.658
```

## Properties
* LUMO: -0.904 eV
* multiplicity: 1
* SMILES string: CC(=O)OCCCCCCc1cc(S(C)(=O)=O)cc2c1C(=O)c1ccccc1C2=O.O=C1OC[C@@H](F)O1.O=C1OC[C@@H](F)O1.O=C1OC[C@@H](F)O1.O=C1OC[C@@H](F)O1.O=C1OC[C@@H](F)O1.O=C1OC[C@@H](F)O1.O=C1OC[C@@H](F)O1.O=C1OC[C@@H](F)O1
* net charge: 0
* frontier orbital gap: 0.321 Eh